No. 1
# C5H6O2

The molecule C5H6O2 (ωB97M-V/def2-TZVPD, the Open Molecules 2025 dataset).

Element x y z (Å)
C (-0.8068, -2.2046, -0.3097)
C (-0.3747, -1.1607, 0.1018)
C (0.0811, 0.1795, 0.4951)
C (1.5271, 0.2151, 0.9694)
O (0.0391, 1.0676, -0.6450)
C (-1.1311, 1.1988, -1.2868)
O (-2.1772, 0.7032, -0.9706)
H (-1.2375, -3.0997, -0.7003)
H (-0.5921, 0.5744, 1.2656)
H (2.1835, -0.1623, 0.1809)
H (1.6563, -0.4007, 1.8632)
H (1.8120, 1.2455, 1.2007)
H (-0.9796, 1.8438, -2.1644)

Atomic forces in eV per Å
0.206 0.396 0.172
-0.204 -0.447 -0.223
0.024 -0.106 0.126
0.035 -0.010 0.024
-0.055 0.012 -0.123
-0.372 -0.057 0.028
0.431 0.307 -0.025
0.136 0.073 0.130
0.055 -0.063 -0.147
-0.093 0.031 0.118
-0.069 0.065 -0.133
-0.064 -0.155 -0.017
-0.031 -0.046 0.070

Values from the calculation:
E_LUMO (hartree): 0.0355
Charge: 0
E (eV): -9375.17377
Orbital gap (eV): 11.08
SMILES: C#C[C@@H](C)OC=O
Molecular weight (u): 98.1
Energy relative to the best compared isomer or geometry (same formula, charge and spin) (eV): 1.9219

---

No. 2
# C66H55B2BrF8MnN11O22

A structure of composition C66H55B2BrF8MnN11O22 at a distorted geometry (ωB97M-V/def2-TZVPD, the Open Molecules 2025 dataset).

Element x y z (Å)
Mn (-2.4220, -0.1152, -1.7487)
Br (-3.2502, -1.8253, -3.5635)
B (-4.3256, 0.5381, -0.4185)
F (-3.3216, 1.2458, 0.2730)
F (-5.5897, 0.6465, 0.0852)
F (-4.3372, 1.0310, -1.7719)
F (-3.9393, -0.7531, -0.5988)
B (-0.2917, -0.4720, -0.9744)
F (0.9355, -0.8002, -0.4603)
F (-1.2646, -1.4320, -0.7037)
F (-0.8565, 0.7427, -0.5412)
F (-0.1929, -0.2638, -2.3437)
C (-4.9168, 1.2350, 7.4639)
C (-3.6046, 0.7411, 7.3845)
C (-3.2155, 0.2201, 6.1296)
C (-4.0640, 0.1608, 5.0189)
C (-5.3174, 0.8168, 5.1166)
C (-5.6880, 1.3890, 6.3210)
N (-3.5668, -0.4228, 3.7662)
O (-4.0550, -0.0869, 2.6694)
O (-2.5690, -1.1651, 3.8685)
H (-5.3804, 1.5875, 8.3733)
H (-2.9742, 0.7572, 8.2613)
H (-2.2311, -0.2240, 6.1157)
H (-5.9921, 0.9264, 4.2804)
H (-6.6507, 1.8686, 6.4196)
C (2.9589, -5.0875, -1.7566)
C (3.3603, -5.2485, -3.0813)
C (2.5304, -4.8032, -4.1472)
C (1.2308, -4.3480, -3.8963)
C (0.7818, -4.3330, -2.5741)
C (1.6195, -4.7130, -1.5296)
N (0.3577, -3.9496, -5.0400)
O (0.8180, -3.7599, -6.1745)
O (-0.8096, -3.9241, -4.7894)
H (3.5569, -5.3045, -0.8839)
H (4.3573, -5.5331, -3.3836)
H (2.8830, -4.7403, -5.1661)
H (-0.2296, -4.0611, -2.3105)
H (1.2177, -4.7463, -0.5277)
C (-1.9951, 6.3280, -1.1657)
C (-0.9170, 6.2081, -1.9889)
C (-0.8397, 4.9870, -2.6515)
C (-1.7411, 3.9708, -2.4687)
C (-2.7802, 4.0847, -1.5408)
C (-2.9189, 5.3437, -0.9017)
N (-1.4757, 2.7306, -3.2694)
O (-0.8391, 2.6881, -4.2979)
O (-2.0679, 1.7263, -2.8028)
H (-2.1872, 7.2537, -0.6436)
H (-0.2720, 7.0738, -2.0213)
H (0.0437, 4.7873, -3.2399)
H (-3.5168, 3.3075, -1.4004)
H (-3.8258, 5.5654, -0.3587)
C (-4.3690, 4.2051, 2.6292)
C (-5.2652, 5.2958, 2.5767)
C (-4.7641, 6.5811, 2.8000)
C (-3.3856, 6.7656, 2.9978)
C (-2.4947, 5.7046, 2.9207)
C (-3.0374, 4.4075, 2.7976)
N (-2.8118, 8.0763, 3.1067)
O (-2.0426, 8.1939, 4.1042)
O (-3.2151, 8.9894, 2.4151)
H (-4.6353, 3.1621, 2.5410)
H (-6.3094, 5.1242, 2.3607)
H (-5.4565, 7.4098, 2.7798)
H (-1.4398, 5.9309, 2.9678)
H (-2.3395, 3.5834, 2.8114)
C (-1.6147, -4.2188, 2.9019)
C (-0.7074, -3.5188, 2.1267)
C (0.5972, -4.0630, 1.9504)
C (0.9812, -5.2368, 2.5706)
C (0.0803, -5.7599, 3.5169)
C (-1.2315, -5.2995, 3.7009)
N (2.2207, -5.9016, 2.2302)
O (2.4563, -6.9441, 2.8635)
O (3.0094, -5.4805, 1.4465)
H (-2.5568, -3.6915, 2.9323)
H (-1.1090, -2.6744, 1.5862)
H (1.1497, -3.4681, 1.2382)
H (0.1840, -6.7045, 4.0302)
H (-1.8904, -5.8818, 4.3280)
C (2.3283, 3.8531, -1.7285)
C (2.6318, 4.6189, -2.8675)
C (2.7070, 3.9842, -4.1249)
C (2.7346, 2.5694, -4.1792)
C (2.4326, 1.7684, -2.9904)
C (2.1803, 2.4160, -1.7799)
N (3.0622, 1.8870, -5.4636)
O (3.0379, 0.6632, -5.4976)
O (3.3739, 2.5919, -6.3927)
H (2.1321, 4.3723, -0.8020)
H (2.4347, 5.6704, -2.7193)
H (2.8555, 4.6670, -4.9483)
H (2.4904, 0.6902, -2.9696)
H (1.9160, 1.8283, -0.9131)
C (3.9831, -1.8181, -1.0230)
C (3.9245, -1.6599, 0.3030)
C (5.0410, -1.2449, 1.0010)
C (6.1967, -0.8993, 0.2665)
C (6.2495, -0.9617, -1.1375)
C (5.1222, -1.4270, -1.7760)
N (7.4570, -0.4812, 0.9459)
O (8.4535, -0.3875, 0.2238)
O (7.3043, -0.1743, 2.1109)
H (3.0929, -2.2017, -1.4993)
H (2.9816, -1.7294, 0.8251)
H (5.0066, -1.1952, 2.0793)
H (7.0908, -0.5688, -1.6891)
H (5.0798, -1.3046, -2.8482)
C (5.2402, 2.3108, 1.9221)
C (6.2472, 2.8363, 2.7195)
C (5.9713, 2.9573, 4.0905)
C (4.7031, 2.6030, 4.6342)
C (3.7427, 2.0947, 3.7712)
C (4.0841, 1.7776, 2.4347)
N (4.4085, 2.7959, 6.0800)
O (5.2608, 3.3653, 6.7642)
O (3.3186, 2.4135, 6.4959)
H (5.4182, 2.0321, 0.8939)
H (7.2213, 3.0892, 2.3276)
H (6.7157, 3.2921, 4.7977)
H (2.7767, 1.7692, 4.1283)
H (3.4183, 1.2841, 1.7421)
C (-3.9959, -6.4427, 0.9400)
C (-3.6555, -5.2305, 0.3004)
C (-3.3395, -5.2099, -1.0761)
C (-3.4593, -6.4134, -1.7996)
C (-3.8016, -7.5958, -1.1298)
C (-4.0443, -7.6352, 0.2300)
N (-3.1922, -6.4642, -3.2800)
O (-2.9467, -5.3906, -3.8661)
O (-3.2959, -7.5031, -3.8525)
H (-4.0912, -6.4719, 2.0154)
H (-3.4029, -4.3438, 0.8628)
H (-3.0132, -4.3737, -1.6766)
H (-3.6474, -8.5747, -1.5590)
H (-4.1862, -8.4914, 0.8728)
C (-0.1978, 1.7034, 4.1059)
C (0.1293, 1.0747, 2.9105)
C (0.8424, -0.1046, 2.9055)
C (1.3496, -0.5622, 4.1442)
C (0.9394, 0.0266, 5.3007)
C (0.1498, 1.1783, 5.3296)
N (2.4135, -1.6338, 4.2034)
O (2.6487, -2.2982, 3.2553)
O (3.0610, -1.7085, 5.2944)
H (-0.8334, 2.5747, 4.0495)
H (-0.1306, 1.5540, 1.9782)
H (1.0973, -0.5935, 1.9769)
H (1.3245, -0.3393, 6.2410)
H (0.0170, 1.7630, 6.2279)
C (0.2126, 1.3799, -10.1006)
C (1.0517, 1.2863, -8.9947)
C (0.5786, 0.6016, -7.8523)
C (-0.6462, -0.1078, -7.8561)
C (-1.4778, -0.0203, -8.9520)
C (-1.0691, 0.7434, -10.0782)
N (-0.9974, -0.9343, -6.6468)
O (-1.8423, -1.8406, -6.7637)
O (-0.3220, -0.8302, -5.6501)
H (0.5816, 1.9348, -10.9505)
H (1.9741, 1.8481, -9.0038)
H (1.3155, 0.5599, -7.0639)
H (-2.3986, -0.5845, -8.9356)
H (-1.7485, 0.8871, -10.9054)

Atomic forces in eV per Å
-1.381 -0.235 -3.518
0.311 0.526 0.562
-1.899 1.919 -0.071
-0.345 -0.012 0.017
0.014 0.173 0.607
0.040 0.656 0.046
-0.045 -2.402 1.345
2.084 0.181 -0.368
0.121 0.103 0.666
0.288 -1.408 0.822
0.537 0.766 1.386
0.229 -0.539 -0.764
0.637 0.447 -0.077
-1.736 0.014 -1.326
0.452 -0.510 0.963
-0.841 1.364 1.096
0.827 -0.167 -0.526
-0.098 -0.836 0.057
1.296 -0.148 -1.884
0.415 -0.633 2.633
-1.662 0.896 -0.076
0.403 0.061 0.324
0.218 -0.237 -0.194
0.045 -0.037 -0.525
0.194 -0.255 -0.277
-0.082 0.004 -0.159
-1.233 -0.414 -0.493
-0.374 1.360 -0.855
-0.430 0.139 0.722
1.539 -0.269 0.290
-0.428 -0.129 0.075
0.590 0.005 -0.636
0.084 -0.299 -0.677
0.490 -0.185 1.343
-0.601 0.163 0.307
0.303 -0.175 -0.227
0.151 -0.195 0.354
0.112 -0.293 -0.048
-0.182 0.163 -0.364
0.061 0.189 0.012
-1.162 1.247 1.486
-0.609 -0.857 0.042
1.910 0.732 -0.492
0.335 0.023 0.108
-0.281 0.799 -0.209
-0.068 -1.870 -1.427
-1.643 -2.036 0.720
-0.214 0.883 1.111
1.014 1.953 -0.980
0.205 0.361 -0.015
0.500 -0.406 -0.585
-0.183 -0.084 -0.435
0.117 -0.201 -0.007
0.164 -0.133 0.402
-0.921 0.068 -0.038
1.142 -0.213 0.338
-0.074 -0.394 -0.309
-0.414 -1.458 -1.344
-1.012 -0.201 0.311
1.974 1.280 0.161
0.393 1.161 3.193
-0.948 0.169 -2.406
0.459 -0.440 0.003
-0.673 0.028 -0.231
-0.063 0.121 0.139
0.188 0.231 0.034
0.081 -0.291 0.125
-0.133 -0.201 -0.156
-0.153 1.179 0.819
0.905 -1.935 0.255
-1.322 1.588 -0.903
-1.648 1.047 0.437
-0.971 -1.350 0.037
1.238 0.611 -1.518
0.577 -2.560 2.571
-0.723 0.674 -0.329
0.231 1.575 -1.523
-0.563 -0.627 0.370
0.588 0.235 -0.144
0.805 -0.530 0.053
1.119 -0.017 -0.080
-0.099 0.272 0.086
-0.168 -1.610 -0.516
-1.718 -1.783 0.712
0.829 -0.406 0.909
-0.689 -0.073 1.919
0.747 1.590 -1.136
0.744 1.969 -1.114
-0.141 -0.612 0.908
-0.045 0.799 0.252
0.001 0.349 -0.478
0.046 -0.027 0.167
0.675 0.305 -0.540
-0.015 -0.613 -0.526
-0.244 -0.051 -0.556
0.003 0.072 0.101
0.326 0.067 -2.850
-0.053 0.532 1.863
1.578 0.593 -0.229
-0.039 -0.805 -0.200
-0.655 0.137 0.906
-0.766 0.176 0.357
-1.424 0.286 -1.268
-0.550 0.004 1.708
1.354 -0.030 0.006
-0.009 0.166 -0.441
0.025 -0.557 0.076
0.245 0.172 0.026
0.072 -0.171 0.136
-0.146 -0.561 -0.158
0.812 -1.377 -0.666
-0.880 0.138 1.436
-0.452 -0.095 0.517
0.856 0.325 -1.556
-0.141 -1.412 -0.251
-0.491 1.711 1.184
0.021 0.461 0.215
-0.865 -0.734 -0.716
0.986 0.263 -0.377
0.333 0.446 -0.299
-0.049 0.071 0.001
0.135 0.121 -0.101
-0.057 0.143 0.285
-0.328 -0.080 0.285
0.514 1.202 -0.557
0.865 -0.691 -0.781
-0.621 -1.380 -0.469
-0.249 -0.094 1.091
0.869 -0.959 -0.298
0.000 1.599 0.709
0.132 3.411 -0.276
-0.319 -1.694 1.660
-0.099 -1.838 -0.241
-0.174 0.154 0.112
-0.490 0.083 0.109
-0.060 0.606 0.347
-0.379 0.153 -0.809
-0.085 -0.594 -0.735
-0.824 0.218 -0.208
-0.073 -0.051 -0.025
1.129 -0.384 0.591
-0.375 -0.304 -1.418
0.394 0.405 1.855
0.823 -0.231 -0.877
0.639 1.384 3.986
0.057 -0.797 -1.650
-1.644 0.189 -2.369
0.211 0.334 0.111
-0.273 -0.223 -0.167
0.097 -0.045 -0.069
0.156 -0.141 -0.017
-0.308 -0.360 0.207
-1.198 -0.888 0.455
-1.831 -0.299 0.400
0.677 -0.270 -0.643
1.356 1.104 0.417
0.288 0.325 -0.895
1.120 0.224 0.976
-0.625 -2.599 -0.253
0.817 2.075 -0.747
0.287 0.970 -0.135
-0.354 0.025 -0.257
0.209 -0.295 0.293
-0.540 -0.326 0.521
-0.157 0.124 -0.084
0.002 -0.202 -0.090

Values from the calculation:
E_LUMO (spin up / spin down) (hartree): 0.0162 / 0.0162
2S+1: 6
Charge: -1
Expectation value of S²: 8.7529
E (eV): -255209.78223
Orbital gap (spin up / spin down) (eV): 5.94 / 5.98
Molecular weight (u): 1662.7
Energy relative to the best compared isomer or geometry (same formula, charge and spin) (eV): 0.3579